## a
A molecular structure, C3H7N2O, computed with ωB97M-V/def2-TZVPD.

Properties
Spin multiplicity: 1
Total charge: +1
LUMO (spin up / spin down): -0.221 / -0.292 Ha
Frontier orbital gap (spin up / spin down): 10.3 / 6.7 eV

Each line ends with the natural charge from an NBO analysis.
Geometry (Å):
C: 1.948 -0.491 0.233  -0.07
C: 0.800 -0.467 -0.761  -0.46
C: 0.031 0.895 -0.657  0.35
N: 2.658 0.388 0.568  0.01
N: -0.890 0.681 1.015  -0.89
O: 0.641 1.939 -0.541  -0.30
H: 2.071 -1.481 0.518  0.29
H: 1.523 -0.530 -1.611  0.31
H: 0.030 -1.246 -0.732  0.26
H: -0.831 0.893 -1.242  0.24
H: -1.749 1.187 0.846  0.42
H: -0.408 1.233 1.724  0.43
H: -0.961 -0.307 1.197  0.41

***

## b
2 unconnected molecules or ions with the total composition C3H7N2O, computed with ωB97M-V/def2-TZVPD.

Properties
Spin multiplicity: 1
Total charge: +1
LUMO (spin up / spin down): -0.230 / -0.230 Ha
Frontier orbital gap (spin up / spin down): 9.5 / 9.5 eV

Each line ends with the natural charge from an NBO analysis.
Geometry (Å):
C: -0.624 1.784 0.015  0.03
C: 1.627 -1.394 -0.039  -0.18
C: -1.417 -0.449 -0.012  -0.45
N: -0.412 0.540 -0.050  -0.30
N: 1.624 -0.089 -0.073  0.37
O: 2.140 0.950 -0.029  -0.13
H: -1.596 2.170 0.184  0.22
H: 0.292 2.359 -0.001  0.22
H: 2.623 -1.790 -0.094  0.29
H: 0.651 -1.778 0.046  0.26
H: -2.392 -0.152 0.176  0.23
H: -1.378 -0.991 -0.873  0.23
H: -1.141 -1.162 0.750  0.21

***

What should be chosen as the most stable of them? Choose a.